{"formula": "FGdO2S", "method": "the ωB97M-V functional and the def2-TZVPD basis", "gap_ev": [7.48, 7.67], "total_charge": 1, "e_tot_ev": -38472.558, "multiplicity": 9, "homo_energy_ev": [-13.62, -14.76], "max_force_ev_per_a": 3.551, "elements": ["Gd", "F", "O", "O", "S"], "coordinates": [[-1.81933, 0.61928, -0.48487], [1.74754, -1.38073, -0.01517], [0.49705, 0.77160, 0.02890], [-3.13045, -0.68723, 0.35740], [1.69815, 0.12011, 0.62456]], "forces_ev_per_angstrom": [[-2.807, -1.925, 1.012], [-0.135, 1.809, 0.726], [0.920, -0.670, 0.556], [2.415, 2.115, -1.285], [-0.392, -1.329, -1.010]]}